95
Properties=species:S:1:pos:R:3:forces:R:3:mulliken_charge:R:1 method="wB97M-V/def2-TZVPD" e_homo_ha=-0.2275 orbital_gap_ha=0.2034 lumo_energy_ha=-0.02415 e_tot_ha=-2077.93299
P 1.2404 -1.6432 -7.5866 0.43 -1.78 -1.08 0.3873
P -1.6942 1.2196 2.9985 -0.28 0.04 -0.36 1.2163
F 1.7959 -3.4257 -5.8326 -0.88 -0.55 -0.02 -0.3763
O 1.9842 -1.6157 -3.5948 -0.26 0.39 0.92 -0.6933
O 3.1064 -1.6963 -5.6461 0.60 0.82 -0.45 -0.7203
N 1.3266 -2.8886 -8.5648 -0.11 0.61 0.12 -0.8372
C 1.4610 -0.1719 2.0477 0.09 0.17 0.12 0.3385
C 4.5238 -0.9645 -3.5845 -0.63 -0.41 0.11 -0.5875
C -0.8287 -1.4396 -2.1546 -0.31 -0.25 0.12 -1.8056
C 1.8245 0.9484 -5.2125 -0.33 -0.09 0.53 -1.4159
C -1.4494 2.1716 7.4148 -0.01 0.05 -0.06 -1.4246
C 4.8763 -2.6799 -1.6847 0.46 0.29 0.25 -1.1520
C -3.8763 0.0489 -0.2342 -0.15 -0.09 0.08 -0.9358
C -2.1517 0.6067 4.6267 -0.12 -0.45 0.53 -1.1797
C -1.1200 -0.1417 1.9857 0.18 -0.81 -0.10 0.0563
C -4.4570 0.9105 2.1298 -0.01 -0.30 -0.06 -0.9340
C -4.3961 -0.2753 1.1616 0.05 -0.07 0.00 -0.4366
C 0.1603 -0.9264 2.2914 0.25 0.07 0.16 -1.2361
C -0.2276 -2.2946 -4.5537 -0.39 0.65 1.08 -2.2750
C -1.3051 -2.0469 -3.4680 -0.02 -0.55 0.27 1.2061
C 1.1497 2.2384 4.7733 0.13 0.24 0.11 0.4725
C 1.8322 -2.0360 -5.8413 0.39 0.78 0.26 0.5192
C 1.4980 0.5884 0.7276 0.11 0.00 0.04 -1.2282
C 0.7691 2.8566 3.4172 0.27 -0.38 -0.11 -1.1513
C -3.2122 1.8037 2.2062 -0.32 0.42 0.09 -1.5109
C -3.0165 1.5065 5.5215 0.01 0.45 -0.19 -1.0773
C -0.6836 2.7071 2.9295 0.42 0.80 0.00 -0.9721
C 1.0579 -1.4372 -4.5886 -0.60 -1.49 -1.91 1.3288
C 0.6630 0.0044 -4.9112 0.63 0.67 -0.17 -0.8872
C -1.9824 -3.3906 -3.1061 0.49 0.34 0.09 -1.6783
C 1.4124 3.2874 5.8534 -0.11 -0.11 0.02 -1.7978
C 4.9528 -1.2299 -2.1363 0.43 -0.35 -0.39 -0.2635
C -2.2754 2.6470 6.2223 0.06 -0.10 0.18 0.1851
B 3.3586 -1.9295 -4.1706 0.24 -0.10 0.12 1.0608
H -0.6817 2.9697 1.8646 -0.14 -0.11 -0.02 0.6190
H -2.1030 -1.4126 -3.8340 -0.04 0.40 -0.41 0.4343
H -1.6212 -3.6939 -2.1320 0.03 -0.27 0.36 0.3609
H -1.6124 -1.6090 -1.4175 -0.24 0.14 0.22 0.6242
H -2.0960 1.7563 8.1889 -0.01 -0.03 -0.02 0.4215
H 4.1866 0.0674 -3.6553 0.16 0.31 -0.16 0.0677
H 2.0658 1.6580 4.6564 -0.04 -0.08 -0.03 0.4898
H 0.9835 3.9266 3.4389 -0.13 0.04 0.04 0.5920
H 5.9888 -0.9161 -2.0329 0.30 0.14 0.15 0.3803
H 5.3600 -3.3045 -2.4196 -0.08 -0.41 -0.26 0.2830
H -0.6418 -0.3775 -2.1944 0.34 0.35 -0.10 0.3352
H -3.7474 -0.8745 -0.7958 -0.02 0.05 -0.12 0.2567
H -1.6352 3.1862 5.5196 -0.01 -0.02 -0.02 -0.2370
H -0.7259 1.4033 7.1342 0.01 0.00 0.02 0.2595
H -3.4832 0.8788 6.2825 0.01 -0.08 -0.03 0.5469
H 0.1431 -1.8079 1.6473 -0.11 0.02 -0.04 0.4964
H 1.6421 0.5115 2.8813 -0.03 -0.07 -0.06 -0.4868
H 2.4277 0.6064 -6.0305 0.34 -0.09 -0.38 0.2744
H 0.5764 3.9834 5.9533 0.01 0.00 0.02 0.3314
H -2.7292 -0.3014 4.4180 0.07 0.00 -0.19 0.6394
H 0.0343 -1.9757 -1.7953 0.60 0.00 0.05 0.2073
H -3.4935 2.7116 2.7504 0.11 -0.01 0.07 0.5850
H 1.9479 -2.6464 -9.3271 0.08 -0.27 -0.07 0.2267
H 3.6165 -3.1171 -4.0512 0.00 0.01 0.27 -0.3023
H 2.2879 -0.8833 2.0805 -0.03 -0.03 -0.04 0.5263
H -1.2853 3.4954 3.3930 -0.19 -0.19 0.07 0.8373
H -3.7993 -1.0827 1.5905 0.01 0.00 0.02 0.2200
H -5.2831 1.5583 1.8288 0.04 0.06 0.00 0.5004
H -0.1113 -1.2511 -7.4729 0.17 0.51 0.26 0.0504
H 0.1017 0.4595 -4.1090 -0.30 -0.09 0.56 0.3596
H -1.9249 -0.8770 2.0540 -0.18 0.19 0.00 0.0389
H -4.7186 0.5343 3.1227 0.01 0.09 0.03 0.2370
H -1.2724 0.2502 5.1673 0.08 0.08 -0.11 0.7449
H -0.0035 0.0318 -5.7638 -0.36 -0.24 -0.24 0.4732
H -1.1149 0.1862 0.9438 -0.03 0.13 0.09 -0.0834
H 1.5765 2.8127 6.8207 0.01 0.04 0.02 0.3991
H -5.4010 -0.6945 1.0808 -0.02 0.05 0.02 0.5113
H 2.0206 -0.5961 -8.1135 -0.34 0.52 0.61 0.0210
H -4.5716 0.6865 -0.7825 0.03 0.04 0.01 0.4256
H -3.0558 -3.2990 -3.0495 -0.44 -0.09 -0.03 0.3330
H 2.3883 1.2131 0.6786 0.08 -0.03 -0.09 0.4567
H 5.4302 -2.8069 -0.7571 0.08 -0.02 0.31 0.4516
H 0.1369 -1.3010 3.3195 -0.03 -0.01 -0.02 0.4099
H 0.6383 1.2553 0.6062 0.08 -0.01 -0.02 0.1977
H 1.5225 -0.0916 -0.1239 -0.05 0.01 -0.08 0.2950
H 1.4321 2.4704 2.6434 -0.11 -0.03 0.00 0.1858
H -3.0099 3.3715 6.5788 -0.02 0.00 -0.04 0.4539
H -0.7213 -2.0972 -5.4954 -0.18 -0.13 -0.46 0.3270
H 5.4027 -1.0860 -4.2117 0.17 0.05 -0.30 0.2698
H 2.4506 0.9934 -4.3358 0.39 0.07 0.21 0.1310
H -3.8363 1.9236 4.9316 -0.02 -0.07 -0.02 0.3363
H -0.0012 -3.3501 -4.5511 0.45 -0.14 0.11 0.6288
H 1.4620 1.9495 -5.4151 -0.14 0.26 -0.13 0.5100
H -1.6947 -4.1824 -3.7785 -0.22 -0.24 -0.42 0.4967
H 0.3913 1.5324 5.1167 -0.01 0.04 -0.02 -0.2726
H 3.8633 -3.0122 -1.5137 -0.33 -0.19 -0.21 0.1283
H 4.4121 -0.6214 -1.4407 -0.63 0.51 0.46 0.0641
H -0.8968 3.0010 7.8540 0.03 -0.03 0.03 0.3905
H 2.3048 3.8655 5.6136 -0.02 0.04 -0.04 0.4710
H -2.9058 0.5429 -0.2099 0.01 0.00 -0.10 0.0888
H -2.9327 2.1646 1.2139 0.09 -0.11 -0.04 0.7854

=====

53
Properties=species:S:1:pos:R:3:forces:R:3:mulliken_charge:R:1 method="wB97M-V/def2-TZVPD" total_charge=+1 e_homo_ha=-0.4213 orbital_gap_ha=0.2116 lumo_energy_ha=-0.20970 e_tot_ha=-1677.69398
P -0.4833 0.8039 -0.0709 -4.64 0.55 1.26 0.9110
O -1.7378 -0.0132 0.2841 4.66 1.73 -0.94 -0.6491
O -0.1572 2.0151 1.1139 1.04 -2.45 -3.27 -0.4833
O -5.8493 0.2732 2.2895 -0.14 -0.52 0.17 -0.3752
O 0.8273 0.1527 -3.5635 1.91 0.50 2.71 -0.4055
O -0.8340 1.6455 -1.5024 2.42 -0.70 2.78 -0.4817
O -6.4819 1.2989 4.1487 0.23 -0.30 -0.83 -0.5615
O 4.7171 -2.7416 -4.4675 -0.16 1.22 1.16 -0.5658
O 2.4994 1.6329 -2.7886 -2.44 -3.95 0.30 -0.4591
N 2.4985 -2.0833 1.0393 -0.60 2.00 -2.67 0.0254
N -0.7339 0.5203 3.5889 2.97 -2.51 -1.01 -0.6076
C 1.6857 0.3817 4.1288 -0.84 -0.50 -0.14 -0.9668
C 3.2987 -1.2509 -1.3090 -1.35 -0.50 2.97 0.2617
C 0.3882 -0.1409 3.3344 -2.31 2.04 1.11 0.5152
C 4.2847 -0.3551 -4.8538 -0.23 -0.84 0.26 -1.0503
C -6.2600 1.3659 2.9624 -0.01 0.34 0.72 0.7272
C 1.3068 -1.2483 1.0546 0.86 0.63 -1.99 -0.3065
C 3.4580 -2.1281 -0.0302 -1.77 2.33 -1.48 -0.8434
C 2.0612 -0.3210 -1.3625 0.19 -2.05 2.52 0.4551
C 1.8353 0.5939 -2.6480 0.07 1.76 -0.45 0.1619
C 0.3628 -1.3884 2.3296 0.88 -0.58 0.46 -0.9014
C -4.3946 0.7458 0.3990 -0.27 0.10 0.23 -0.6930
C -5.7297 0.1983 0.8616 0.09 0.27 -0.20 -0.6218
C 4.4406 -1.3796 -2.4126 -0.33 -0.13 0.41 -0.6158
C -6.3485 2.6795 2.2367 -0.59 0.19 -0.38 -0.8846
C 1.0422 -0.2932 -0.1622 3.64 -2.36 -0.09 0.6434
C 3.9159 -1.6392 -3.9141 1.27 0.72 -1.23 0.1510
H 5.3043 0.0333 -4.4988 -1.59 -0.22 -0.47 0.3241
H -6.5781 0.6826 0.3709 0.04 0.04 0.11 0.3836
H 2.2465 1.1117 3.4532 -0.45 -1.14 0.96 0.2167
H 0.8124 2.1783 0.9982 -0.80 0.32 0.56 0.3670
H -5.7905 -0.8622 0.6050 -0.06 0.07 0.28 0.3253
H 4.4434 -0.7122 -5.9376 -0.58 0.51 1.75 0.3391
H 2.6767 -2.6954 1.8566 -0.33 0.58 -0.69 0.3409
H -7.1847 3.2465 2.6516 0.27 -0.05 0.15 0.3129
H -0.7234 -1.6248 2.0540 1.67 0.60 -0.02 0.3515
H -0.2871 2.4756 -1.4792 -0.75 -0.67 -0.38 0.3758
H -6.5451 2.5833 1.1705 0.22 0.00 -0.02 0.3212
H 2.8057 -1.9192 -3.9824 1.75 0.25 0.15 0.3133
H -3.5795 0.2189 0.8892 -0.44 0.03 -0.09 0.3436
H 2.3309 -0.4938 4.4990 -0.73 1.37 -0.78 0.2883
H 4.3643 -2.8255 0.0984 -1.72 1.21 -0.16 0.3268
H -5.4234 3.2362 2.3906 -0.05 -0.03 0.00 0.2231
H 5.1251 -0.4536 -2.4098 -1.27 -1.23 0.19 0.3253
H -4.2834 1.8029 0.6499 -0.09 0.02 -0.09 0.2555
H 0.7309 -2.3052 2.9358 -0.41 1.37 -1.04 0.4001
H -1.5125 0.1217 3.0324 0.38 0.35 0.26 0.2239
H 0.1955 -0.4452 -3.0814 0.79 0.59 -0.64 0.4423
H -4.2862 0.6340 -0.6824 0.03 -0.04 0.08 0.3425
H 5.6478 -2.4160 -4.3893 -0.98 -0.55 -0.35 0.3485
H 5.1203 -2.2772 -2.1470 -1.31 1.37 -0.22 0.4937
H 3.4546 0.4223 -4.7950 1.43 -0.79 -0.19 0.2872
H 1.3233 0.9582 5.0615 0.44 -0.95 -1.71 0.3482